Below is 2 unconnected molecules or ions with the total composition C5H16N3 at a distorted geometry, with properties calculated with ωB97M-V/def2-TZVPD.

XYZ file:
```
24
Properties=species:S:1:pos:R:3:lowdin_charge:R:1
N -0.19992 -0.65946 -2.61040 0.08
C 0.41688 -1.68658 -1.77297 -0.19
C 0.79426 -0.93425 -0.52645 -0.27
N -0.27083 -0.38590 0.15024 0.17
C -0.66368 -1.27423 1.19591 -0.23
C 0.26660 -1.41872 2.41211 -0.03
N 0.47356 2.61342 0.14224 0.02
C -0.58804 3.51739 -0.15825 -0.16
H 0.26970 1.59535 0.09543 0.03
H -0.74453 -0.93793 -3.39726 0.09
H -0.75875 -0.09616 -1.98323 0.06
H -0.41947 -2.41895 -1.37041 0.16
H 1.28274 -2.17750 -2.21953 0.14
H 1.21795 -1.77048 0.02929 0.12
H 1.63706 -0.23645 -0.63669 0.17
H 0.10614 -2.44543 2.75924 0.10
H -1.66107 -0.95658 1.60853 0.14
H -0.87745 -2.34966 0.89700 0.17
H 1.30593 -1.38312 2.08136 0.08
H 0.13078 -0.73328 3.24795 0.09
H 0.91780 2.72642 0.99661 0.05
H -1.50376 3.54302 0.31101 0.05
H -0.90599 3.34698 -1.16570 0.07
H -0.22592 4.52207 -0.08603 0.09
```

Results
**E_tot**: -363.91267 a.u.
**Orbital gap**: 4.463 eV
**Strongest force on any atom**: 3.75 eV Å⁻¹
**E_HOMO**: -12.66 eV
**Total charge**: +1

Below is 3 unconnected molecules or ions with the total composition C5H16N4 at a distorted geometry, with properties calculated with ωB97M-V/def2-TZVPD.

XYZ file:
```
25
Properties=species:S:1:pos:R:3:lowdin_charge:R:1
C 2.22960 -1.62830 0.02311 -0.18
C -0.71545 -1.19815 -0.52401 0.05
N 1.24582 -0.84099 0.70211 -0.25
N 1.03082 -1.39480 1.97789 -0.01
H 0.65046 -2.35118 1.91500 0.08
H 0.35695 -0.82292 2.47494 0.06
H 2.50138 -1.14276 -0.91697 0.07
H 1.85076 -2.64690 -0.22851 0.08
H 3.14152 -1.77007 0.61892 0.08
H -1.66280 -0.93999 -0.98742 0.04
H -0.05586 -1.72308 -1.20323 0.02
H -0.94136 -1.68500 0.41883 0.01
C 0.15201 1.13741 -1.93780 -0.08
C -1.36039 1.44935 1.51669 -0.03
N -0.26421 0.84733 -0.57294 -0.13
C -1.27059 1.62431 0.02521 -0.50
N -2.10211 2.37723 -0.57892 0.14
H 0.51474 0.48093 0.06592 0.08
H -1.94833 2.41391 -1.58528 0.03
H 1.00050 0.50018 -2.17851 0.08
H -0.65385 0.92992 -2.64660 0.08
H 0.45853 2.18158 -2.04526 0.09
H -0.38560 1.60382 1.98462 0.08
H -1.69443 0.43936 1.76319 0.07
H -2.07811 2.15881 1.91902 0.08
```

Results
**E_tot**: -418.93154 a.u.
**Orbital gap (alpha / beta)**: 8.385 / 6.594 eV
**Strongest force on any atom**: 1.42 eV Å⁻¹
**E_HOMO (alpha / beta)**: -7.76 / -6.41 eV

Below is 2 unconnected molecules or ions with the total composition C5H16NO at a distorted geometry, with properties calculated with ωB97M-V/def2-TZVPD.

XYZ file:
```
23
Properties=species:S:1:pos:R:3:lowdin_charge:R:1
C 0.56096 1.05561 1.20427 -0.03
C -0.28190 0.94617 -0.06248 -0.29
C -1.30987 -0.17425 -0.12048 -0.39
C -2.61147 0.32997 0.49641 -0.05
C -0.78744 -1.51285 0.39075 -0.05
N 0.75034 0.69510 -1.19291 0.19
H -0.05637 1.36015 2.05305 0.10
H 0.99353 0.09804 1.48010 0.08
H 1.29289 1.85937 1.13284 0.09
H -0.62490 1.93325 -0.37322 0.16
H -1.52705 -0.40089 -1.17436 0.14
H -3.31858 -0.46866 0.70255 0.09
H -2.38495 0.84138 1.43889 0.08
H -3.11415 1.11156 -0.07300 0.09
H -1.38505 -2.35145 0.04320 0.09
H 0.22278 -1.66667 -0.00698 0.06
H -0.69014 -1.66940 1.46733 0.09
H 1.29487 -0.17700 -1.19992 0.10
H 0.25236 0.76121 -2.07964 0.16
H 1.40838 1.48415 -1.27777 0.17
H 3.03716 -1.93191 -0.20372 0.07
H 3.57512 -0.53007 -0.42167 0.07
O 2.81251 -1.08829 -0.60562 -0.04
```

Results
**E_tot**: -329.86925 a.u.
**Orbital gap**: 12.081 eV
**Strongest force on any atom**: 1.89 eV Å⁻¹
**E_HOMO**: -15.28 eV
**Total charge**: +1

Below is 2 unconnected molecules or ions with the total composition C5H16NO, with properties calculated with ωB97M-V/def2-TZVPD.

XYZ file:
```
23
Properties=species:S:1:pos:R:3:lowdin_charge:R:1
C -1.17048 0.40596 -1.51183 -0.01
N 0.25465 0.13967 -1.85805 -0.04
C 0.86743 1.22178 -2.69171 0.01
H -1.61826 -0.44068 -1.01462 0.08
H -1.17198 1.30731 -0.90624 0.11
H -1.69206 0.61184 -2.44393 0.11
H 0.34585 -0.76281 -2.32630 0.19
H 0.81109 0.07126 -1.00254 0.13
H 0.16953 1.50763 -3.47870 0.11
H 1.79596 0.85335 -3.13387 0.11
H 1.07633 2.09177 -2.06859 0.11
C 0.90050 -0.65822 2.35087 -0.27
O 2.23656 -0.66586 1.82927 -0.07
C -0.08099 -0.49956 1.20837 -0.27
C -1.52536 -0.56666 1.71922 -0.08
H 0.72565 -1.58878 2.90739 0.13
H 0.79212 0.17607 3.04782 0.13
H 2.78850 -0.50058 2.59710 0.09
H 0.08829 0.47466 0.74548 0.09
H 0.13252 -1.31099 0.50470 0.11
H -1.80713 0.22616 2.41293 0.09
H -2.23912 -0.56835 0.89679 0.05
H -1.67961 -1.52499 2.21644 0.09
```

Results
**E_tot**: -329.83181 a.u.
**Orbital gap**: 10.379 eV
**Strongest force on any atom**: 0.89 eV Å⁻¹
**E_HOMO**: -13.59 eV
**Total charge**: +1

Below is 2 unconnected molecules or ions with the total composition C5H16NO at a distorted geometry, with properties calculated with ωB97M-V/def2-TZVPD.

XYZ file:
```
23
Properties=species:S:1:pos:R:3:lowdin_charge:R:1
C -1.46541 -0.60485 1.12632 -0.15
C -0.45913 -1.13130 -0.02873 -0.11
C 0.94387 -0.32558 -0.22099 -0.39
C 2.05761 -1.22025 0.36465 -0.08
C 1.20535 -0.28009 -1.70463 -0.08
N -1.53165 0.85988 1.14304 0.16
H -1.04900 -1.12362 2.06613 0.15
H -2.50904 -1.05626 1.16398 0.15
H -1.03586 -1.08800 -0.96185 0.10
H -0.17200 -2.20267 0.18523 0.12
H 0.92795 0.59902 0.31948 0.10
H 1.81394 -2.15607 0.82119 0.06
H 2.53839 -0.76729 1.35861 0.13
H 2.81120 -1.42776 -0.34486 0.05
H 0.68548 0.66377 -2.01785 0.09
H 2.30519 -0.19448 -1.84620 0.10
H 0.85120 -1.05445 -2.32001 0.07
H -1.67169 1.13547 2.10468 0.17
H -0.72750 1.25374 0.59458 0.12
H -2.36655 1.12600 0.64679 0.15
H -1.43484 2.86239 -1.51964 0.07
H -0.58482 3.39098 -0.29411 0.04
O -1.13269 2.74143 -0.63581 0.01
```

Results
**E_tot**: -329.80088 a.u.
**Orbital gap**: 11.257 eV
**Strongest force on any atom**: 4.52 eV Å⁻¹
**E_HOMO**: -14.56 eV
**Total charge**: +1

Below is 3 unconnected molecules or ions with the total composition C5H16NO2 at a distorted geometry, with properties calculated with ωB97M-V/def2-TZVPD.

XYZ file:
```
24
Properties=species:S:1:pos:R:3:lowdin_charge:R:1
C -0.64547 -1.59746 0.18756 -0.03
C 0.34393 -0.47461 0.57442 -0.24
N 1.26282 -0.08124 -0.69645 0.11
C 0.87082 1.38645 -1.06273 -0.10
C -0.51525 1.72801 -0.41749 -0.14
C -0.46244 0.75642 0.84054 -0.17
H -1.71949 -1.38215 0.32837 0.07
H -0.35966 -2.50264 0.85365 0.12
H -0.54924 -1.98250 -0.82899 0.08
H 1.01847 -0.64231 1.36093 0.12
H 1.20576 -0.59221 -1.56821 0.16
H 2.23843 -0.09862 -0.36035 0.09
H 1.51162 2.13200 -0.44162 0.15
H 1.03404 1.77957 -2.05322 0.11
H -0.71747 2.78876 0.02591 0.15
H -1.41543 1.57711 -1.08625 0.12
H -1.50664 0.46959 1.02966 0.10
H 0.01248 1.33222 1.75008 0.16
H 4.55667 -0.28603 -0.12475 0.09
H 4.03503 -1.26209 0.84727 0.03
O 3.76268 -0.78336 0.11486 0.01
H -5.16425 -1.40242 0.35963 0.05
H -4.23444 -0.06829 0.49605 0.06
O -4.56298 -0.79419 -0.12887 -0.11
```

Results
**E_tot**: -405.05834 a.u.
**Orbital gap**: 11.199 eV
**Strongest force on any atom**: 4.25 eV Å⁻¹
**E_HOMO**: -14.10 eV
**Total charge**: +1

Below is 2 unconnected molecules or ions with the total composition C5H16NO2PSi at a distorted geometry, with properties calculated with ωB97M-V/def2-TZVPD.

XYZ file:
```
26
Properties=species:S:1:pos:R:3:lowdin_charge:R:1
C -1.93352 1.07146 -2.73165 -0.15
C -3.22683 -1.06689 0.99906 -0.15
C 1.73446 -1.71942 1.36721 -0.18
C 1.95557 1.39400 1.56430 -0.17
C 3.10290 -0.10702 -0.95366 -0.18
N 0.28838 -0.08518 -0.60358 -0.22
O -2.11798 0.00779 -1.79684 -0.33
O -1.89496 -1.10686 0.45680 -0.31
Si 1.67203 -0.14064 0.34630 0.37
P -1.27999 0.04794 -0.38600 0.67
H -2.92634 1.33582 -3.03138 0.07
H -1.38850 0.57275 -3.60384 0.11
H -1.33266 1.96117 -2.37443 0.09
H -3.53658 -0.01334 1.22582 -0.01
H -3.15526 -1.68472 1.88618 0.08
H -4.15813 -1.38785 0.44400 0.10
H 0.68886 -2.00216 1.53982 0.01
H 2.29445 -2.47460 0.82809 0.02
H 2.23794 -1.49186 2.31269 0.02
H 2.94216 1.68578 1.64332 -0.02
H 1.60195 2.34078 1.05180 0.04
H 1.36190 1.31039 2.45341 0.00
H 2.87672 0.67696 -1.62107 -0.01
H 4.11691 0.10544 -0.45459 0.06
H 3.11872 -0.93797 -1.57445 -0.02
H -3.04219 1.70823 1.01270 0.12
```

Results
**E_tot**: -1036.09330 a.u.
**Orbital gap (alpha / beta)**: 8.240 / 7.402 eV
**Strongest force on any atom**: 4.11 eV Å⁻¹
**E_HOMO (alpha / beta)**: -9.39 / -8.43 eV

Below is 5 unconnected molecules or ions with the total composition C5H16NO6 at a distorted geometry, with properties calculated with ωB97M-V/def2-TZVPD.

XYZ file:
```
28
Properties=species:S:1:pos:R:3:lowdin_charge:R:1
N 0.16802 -1.40828 1.01247 -0.02
C 0.87027 -2.43515 0.27443 -0.22
C 1.76702 -1.71723 -0.75338 -0.16
C 1.22012 -0.27044 -0.82254 -0.14
C 0.33537 -0.08568 0.40310 -0.26
C -1.01513 0.63831 0.01846 -0.63
O -1.34380 1.57791 0.78103 -0.06
O -1.63185 0.20040 -0.97706 -0.05
H 0.33907 -1.37775 2.00130 0.10
H 1.47399 -3.10237 0.88969 0.10
H 0.16005 -3.04174 -0.29471 0.10
H 1.69263 -2.15114 -1.74591 0.09
H 2.81579 -1.71488 -0.45085 0.09
H 0.68781 -0.07757 -1.75064 0.09
H 2.03585 0.45847 -0.85809 0.10
H 0.76597 0.57725 1.16465 0.12
H -1.70000 -0.61253 2.54292 0.00
H -1.54673 0.87235 2.66613 0.02
O -1.94754 0.10459 3.14046 -0.10
H -0.83020 0.96895 -3.69950 0.02
H -1.99080 1.49946 -2.89491 0.01
O -1.52596 1.63608 -3.73546 -0.08
H -3.56462 1.11815 -1.25804 0.00
H -3.27439 1.96643 -0.05678 0.00
O -3.92066 1.88110 -0.77487 -0.10
H 3.05360 1.02982 1.18991 0.01
H 3.22580 2.14733 2.11114 0.04
O 3.68029 1.31817 1.87705 -0.07
```

Results
**E_tot**: -706.40382 a.u.
**Orbital gap**: 8.187 eV
**Strongest force on any atom**: 1.27 eV Å⁻¹
**E_HOMO**: -5.10 eV
**Total charge**: -1

Below is a molecular structure, C5H16NP2, with properties calculated with ωB97M-V/def2-TZVPD.

XYZ file:
```
24
Properties=species:S:1:pos:R:3:lowdin_charge:R:1
C 1.32866 2.84764 -0.10548 -0.09
C 0.95167 1.53963 0.58901 -0.28
C -0.55030 1.28898 0.50142 -0.19
C -1.03880 0.14756 1.42979 -0.18
C -0.64197 -1.14524 0.83380 -0.54
N 0.54647 -1.62143 1.04889 0.19
P 0.22740 -2.11343 -2.36444 0.62
P -1.75112 -1.91978 -0.37043 0.83
H 0.84061 3.69140 0.37457 0.08
H 2.40264 3.00074 -0.05246 0.08
H 1.03554 2.82864 -1.15374 0.08
H 1.50656 0.71996 0.12413 0.10
H 1.24807 1.60592 1.63986 0.11
H -0.83849 1.06855 -0.52870 0.11
H -1.07628 2.19570 0.80466 0.13
H -2.12468 0.21324 1.50855 0.12
H -0.59712 0.28413 2.41809 0.13
H -0.01582 -0.86315 -2.91305 -0.14
H 1.21232 -1.13332 1.64165 0.15
H 0.88039 -2.44200 0.54977 0.11
H 1.34832 -2.33717 -3.15452 -0.15
H -0.63397 -2.75975 -3.23250 -0.13
H -1.40375 -3.23341 -0.07965 -0.06
H -2.85632 -1.86341 0.49077 -0.06
```

Results
**E_tot**: -937.27034 a.u.
**Orbital gap**: 8.810 eV
**Strongest force on any atom**: 0.85 eV Å⁻¹
**E_HOMO**: -13.22 eV
**Total charge**: +1